Entry 1:
Here is a molecular structure, C10H47FeN4O17 at a distorted geometry from the Open Molecules 2025 dataset. Energies are from ωB97M-V with the def2-TZVPD basis set.

Output
<S²>: 6.01
2S+1: 5
energy: -86278.967 eV
total charge: +1
highest occupied orbital energy (spin up / spin down): -11.429 / -11.429 eV

Cartesian coordinates (Å):
H (-2.987, -0.062, -3.724)
H (0.276, 0.898, 5.127)
O (-3.354, 2.810, -0.033)
H (1.853, -1.659, -0.764)
H (2.317, -3.478, -2.073)
O (2.406, -1.463, -1.530)
H (-0.989, -2.052, 4.158)
H (-3.244, -2.338, 2.459)
H (4.563, -0.135, 4.298)
H (-1.512, -0.233, -0.650)
H (4.031, -0.973, 2.959)
O (2.272, -2.982, 2.212)
H (-3.968, -1.195, -0.683)
N (1.342, 3.559, 3.084)
N (0.496, 3.299, 1.005)
C (-2.422, 0.802, -4.087)
H (3.047, -3.359, 2.648)
O (5.569, 0.473, 1.153)
N (-5.279, -3.227, -1.119)
H (-5.852, -3.933, -1.547)
C (5.696, 0.455, 2.548)
H (3.060, 1.289, -2.901)
H (-2.482, -1.881, -1.476)
O (-3.489, -3.891, -2.338)
H (2.931, -2.413, -3.365)
O (3.463, 2.127, 0.523)
H (2.619, -2.279, 1.637)
O (0.418, -1.853, 0.437)
H (4.215, 1.550, 0.356)
H (-0.031, -2.594, -1.279)
H (1.779, 4.213, 3.713)
C (-3.381, 1.946, -4.410)
H (0.906, -3.109, -3.934)
O (-0.104, -3.037, -2.132)
H (-0.409, -0.363, 1.704)
H (1.018, 0.094, 1.051)
C (-0.562, 0.218, -0.344)
C (4.398, 0.022, 3.228)
O (-0.166, -2.103, 3.652)
O (3.354, 1.034, 3.158)
H (0.121, 2.408, 1.260)
H (-5.641, -2.574, -0.450)
H (0.283, 3.740, 0.125)
O (-4.759, 0.306, -0.430)
O (-3.513, -1.415, 2.467)
H (1.161, 2.584, 3.252)
C (-4.027, -3.048, -1.628)
C (0.153, -0.531, 0.772)
H (6.320, 0.834, 0.675)
O (1.298, 5.325, 1.698)
N (-3.431, -1.940, -1.135)
C (1.078, 4.126, 1.901)
H (-0.141, 0.256, -1.351)
O (-1.534, 0.527, -5.125)
H (6.569, -0.080, 2.936)
Fe (0.222, -3.339, 1.886)
H (-2.697, 3.494, -0.208)
C (2.259, -2.476, -2.513)
H (-5.248, 0.560, 0.360)
C (0.823, -2.471, -3.051)
H (-1.041, -0.289, -5.022)
H (-3.592, 2.933, 0.892)
H (3.180, 1.883, 1.414)
H (1.885, 0.401, -2.520)
H (-1.870, 1.217, -3.229)
H (0.450, -1.527, 4.127)
H (-4.046, 1.693, -5.240)
O (-2.806, 3.239, -4.419)
H (-0.799, 1.245, -0.070)
H (2.542, 0.543, 3.323)
H (-4.105, 1.015, -0.553)
O (0.303, 1.061, 4.176)
O (2.326, 0.796, -3.280)
H (0.578, -1.494, -3.476)
H (-2.437, 3.330, -5.305)
H (-0.624, 1.115, 3.912)
H (-4.058, 1.901, -3.551)
H (5.980, 1.469, 2.858)
H (-2.958, -0.992, 1.799)


Entry 2:
Here is 12 unconnected molecules or ions with the total composition H24O12 at a distorted geometry from the Open Molecules 2025 dataset. Energies are from ωB97M-V with the def2-TZVPD basis set.

Output
energy: -24960.011 eV
total charge: 0
structure (SMILES): O.O.O.O.O.O.O.O.O.O.O.O
highest occupied orbital energy: -10.232 eV

Cartesian coordinates (Å):
H (-9.192, 0.395, -2.262)
H (-7.151, 3.312, -3.258)
H (-10.725, 2.088, -6.130)
O (-7.954, 3.235, -3.773)
H (-14.734, 0.705, -2.541)
H (-9.452, 4.178, -4.061)
H (-11.547, -0.339, -4.580)
O (-10.119, 2.250, -6.853)
H (-11.485, 5.109, -4.690)
H (-12.091, 1.337, -3.450)
H (-15.045, 2.186, -2.522)
H (-10.194, 0.060, -4.031)
H (-11.748, 1.638, 0.050)
O (-13.333, 2.525, -6.516)
H (-12.979, 5.002, -4.908)
O (-13.801, 3.527, -2.293)
O (-9.483, 1.173, -2.738)
O (-11.920, 1.988, -4.131)
O (-10.229, 4.660, -3.778)
H (-12.155, 2.656, -0.995)
H (-12.693, -0.994, -2.873)
H (-9.901, 5.529, -3.545)
O (-12.183, 5.371, -5.291)
H (-12.573, -0.008, -1.731)
H (-11.129, 2.440, -3.838)
H (-13.480, 3.441, -3.190)
O (-10.613, -0.535, -4.653)
H (-13.939, 3.157, -6.128)
O (-15.462, 1.326, -2.565)
H (-8.455, 2.546, -3.335)
O (-12.666, -0.057, -2.682)
H (-10.168, 1.459, -7.390)
O (-11.497, 1.987, -0.805)
H (-10.089, 1.609, -2.140)
H (-13.409, 4.341, -1.975)
H (-13.031, 1.997, -5.777)